{
  "formula": "C19H42NO2S",
  "method": "wB97M-V/def2-TZVPD",
  "orbital_gap_ev": 8.8,
  "e_lumo_ev": -3.002,
  "homo_ev": -11.77,
  "charge": 1,
  "symbols": ["C", "C", "C", "C", "C", "C", "C", "C", "S", "C", "C", "C", "C", "C", "N", "O", "C", "C", "H", "H", "H", "H", "H", "H", "H", "H", "H", "H", "H", "H", "H", "H", "H", "H", "H", "H", "H", "H", "H", "H", "H", "H", "H", "H", "H", "H", "H", "H", "H", "H", "H", "H", "C", "C", "C", "O", "C", "H", "H", "H", "H", "H", "H", "H", "H"],
  "positions_angstrom": [[-1.65198, -3.63550, -3.34423], [-1.21189, -2.21651, -3.04944], [-2.36225, -1.19348, -3.05470], [-2.20436, -0.02037, -4.03603], [-1.77489, 1.31035, -3.38350], [-0.33214, 1.78026, -3.65593], [0.66572, 1.59756, -2.49426], [1.50389, 0.34219, -2.68041], [2.48789, -0.23311, -1.27284], [2.19500, 0.86077, 0.14580], [1.18288, 0.35049, 1.16644], [-0.21360, 0.00080, 0.65951], [-1.02561, -0.72541, 1.76270], [-1.59996, -2.04453, 1.27057], [-0.58029, -3.12337, 1.32640], [1.87666, -1.63555, -0.80504], [2.89071, -2.69438, -0.64607], [3.04044, -3.07689, 0.80634], [-2.40361, -3.97372, -2.64140], [-2.00738, -3.74681, -4.35915], [-0.79867, -4.30014, -3.23771], [-0.50547, -1.92832, -3.82505], [-0.66552, -2.18068, -2.11066], [-2.52739, -0.77667, -2.07180], [-3.27139, -1.72981, -3.30077], [-1.54872, -0.28623, -4.85518], [-3.18345, 0.14214, -4.46883], [-1.95471, 1.29693, -2.31494], [-2.42369, 2.07583, -3.78919], [0.07216, 1.34212, -4.56140], [-0.36952, 2.84792, -3.83303], [0.15271, 1.64818, -1.54635], [1.33859, 2.44911, -2.53046], [2.25923, 0.56020, -3.42473], [0.93295, -0.50103, -3.04993], [3.16660, 0.88563, 0.62389], [1.98418, 1.86175, -0.21068], [1.58267, -0.48654, 1.72585], [1.04766, 1.15896, 1.87419], [-0.71896, 0.93765, 0.44142], [-0.20157, -0.55915, -0.26937], [-1.84634, -0.10143, 2.09434], [-0.35932, -0.89255, 2.60198], [-1.96421, -1.95070, 0.25998], [-2.41132, -2.32207, 1.93388], [-0.53958, -3.63189, 0.44926], [0.33512, -2.69563, 1.42292], [2.56811, -3.55044, -1.22110], [3.82300, -2.33691, -1.05863], [4.04689, -3.40567, 1.02286], [2.37994, -3.89132, 1.07183], [2.78649, -2.23493, 1.44059], [-0.71380, 3.77656, 5.67369], [0.39718, 4.36603, 4.81140], [1.00058, 3.11551, 4.19004], [-0.06611, 2.16639, 4.06201], [-1.20408, 2.62732, 4.80684], [-1.50271, 4.48507, 5.91744], [-0.29886, 3.39341, 6.60802], [-0.02992, 5.00516, 4.03543], [1.12457, 4.95106, 5.37070], [1.77311, 2.68354, 4.83453], [1.43574, 3.30245, 3.20512], [-1.96923, 2.96111, 4.09834], [-1.60819, 1.79928, 5.38854]]
}

***

{
  "formula": "C5H11NS2",
  "method": "wB97M-V/def2-TZVPD",
  "orbital_gap_ev": 8.5,
  "e_lumo_ev": -0.126,
  "homo_ev": -8.63,
  "charge": 0,
  "e_above_lowest_kj_mol": 298.0,
  "symbols": ["C", "C", "C", "C", "C", "H", "H", "H", "H", "H", "H", "H", "H", "H", "H", "H", "N", "S", "S"],
  "positions_angstrom": [[3.16410, -0.27849, 0.52347], [0.46657, 0.22775, -0.32854], [-0.87268, -0.56432, -0.68719], [-3.30935, 0.03806, -0.54039], [-2.04322, -0.60088, 1.38118], [2.81115, 0.21356, 1.38776], [3.86785, -1.13729, 0.59914], [3.62747, 0.49898, -0.15254], [-1.10580, -0.28760, -1.69578], [-0.71091, -1.65922, -0.53457], [-3.90501, 1.02994, 0.03985], [-3.21607, 0.21841, -1.76087], [-4.03187, -1.07322, -0.23235], [-2.93064, -0.18233, 1.96552], [-2.29439, -1.61543, 1.36113], [-1.13770, -0.49085, 1.99510], [-1.98412, -0.00964, 0.02671], [1.69405, -1.09516, -0.35106], [0.71109, 1.82140, 0.02290]]
}

***

{
  "formula": "C2HO5",
  "method": "wB97M-V/def2-TZVPD",
  "orbital_gap_ev": 9.2,
  "e_lumo_ev": 4.207,
  "homo_ev": -5.03,
  "charge": -1,
  "e_above_lowest_kj_mol": 119.7,
  "symbols": ["C", "C", "O", "O", "O", "O", "O", "H"],
  "positions_angstrom": [[-0.34371, -0.99177, -0.81087], [-0.54570, 0.51219, -1.30334], [-0.72291, -1.98996, -1.35665], [0.18119, -0.96940, 0.35061], [0.11033, 0.87440, -2.80903], [-1.28672, 0.76338, -2.41437], [-0.48125, 1.29513, -0.29670], [-0.00400, 0.38486, 0.44878]]
}

***

{
  "formula": "C25H21BrN2O2Pd",
  "method": "wB97M-V/def2-TZVPD",
  "multiplicity": 3,
  "orbital_gap_ev": [4.4, 4.3],
  "e_lumo_ev": [4.297, 4.295],
  "homo_ev": [-0.07, -0.03],
  "charge": -2,
  "e_above_lowest_kj_mol": 28.5,
  "symbols": ["C", "C", "C", "H", "C", "C", "H", "H", "H", "H", "Pd", "Br", "C", "C", "C", "H", "C", "C", "H", "H", "H", "H", "O", "C", "N", "C", "C", "O", "N", "C", "C", "C", "C", "C", "C", "C", "C", "C", "C", "C", "C", "H", "H", "H", "H", "H", "H", "H", "H", "H", "H", "H"],
  "positions_angstrom": [[-1.86758, -0.86424, -3.66306], [-1.95957, -1.32443, -2.32761], [-2.19710, -0.20142, -1.49885], [-1.88376, -2.35576, -1.98195], [-2.24672, 0.97861, -2.32348], [-2.05842, 0.56236, -3.67911], [-1.94277, 1.21621, -4.52652], [-1.63545, -1.48568, -4.50970], [-2.52810, -0.25235, -0.46345], [-2.45503, 1.98449, -1.95209], [-0.42081, 0.06431, -2.59755], [1.47831, -1.98298, -2.70885], [1.45277, 0.77389, -5.16014], [0.46991, 1.58328, -5.81957], [-0.49437, 0.70990, -6.41720], [0.52626, 2.65035, -6.00352], [-0.10501, -0.63795, -6.13251], [1.11132, -0.59975, -5.38628], [1.72439, -1.46252, -5.17876], [2.37636, 1.12709, -4.73558], [-1.28860, 1.00777, -7.09808], [-0.56519, -1.52460, -6.55726], [-0.04895, 2.80100, -0.28808], [0.23482, 1.73978, 0.25217], [0.69852, 1.62867, 1.56409], [0.60044, 0.30997, 2.06238], [0.40917, -0.46765, 0.71071], [0.47761, -1.69292, 0.63958], [0.15181, 0.44730, -0.26957], [1.81834, -0.04528, 2.92633], [2.75239, -1.01485, 2.54240], [3.81634, -1.34017, 3.40093], [3.95282, -0.67429, 4.62553], [3.01209, 0.29465, 5.00963], [1.95512, 0.61371, 4.15468], [-0.68970, 0.06772, 2.87962], [-0.90013, -1.19928, 3.44018], [-2.04669, -1.45097, 4.19486], [-3.01666, -0.45102, 4.35508], [-2.81954, 0.80559, 3.76760], [-1.65139, 1.06404, 3.03146], [0.87782, 2.46764, 2.08471], [2.62474, -1.56196, 1.60380], [4.53609, -2.10987, 3.09120], [4.79722, -0.90462, 5.28807], [3.09967, 0.81137, 5.96776], [1.19650, 1.33054, 4.46604], [-0.14671, -1.96634, 3.26730], [-2.18219, -2.44404, 4.62266], [-3.93327, -0.66104, 4.91478], [-3.57446, 1.59208, 3.84387], [-1.49264, 2.04369, 2.57133]]
}